Entry w
19
Properties=species:S:1:pos:R:3 method="wB97M-V/def2-TZVPD" e_lumo_ev=3.97 total_charge=-1 homo_ev=-2.99
C 1.63 1.59 0.58
C 1.46 0.59 -0.67
N 0.27 -0.30 -0.72
C -0.89 0.36 0.03
C -1.11 -0.35 1.46
O -0.76 -1.71 1.23
H 1.30 1.24 1.57
H 0.71 2.19 0.33
H 2.73 1.89 0.61
H 1.59 1.21 -1.64
H 2.37 0.06 -0.71
H 0.55 -1.02 -0.12
H -1.76 0.32 -0.68
H -0.69 1.42 0.16
H -0.49 0.24 2.23
H -2.12 -0.09 1.59
H -1.70 -2.60 -0.94
H -1.29 -2.20 -2.39
O -1.80 -2.85 -1.90

Entry x
19
Properties=species:S:1:pos:R:3 method="wB97M-V/def2-TZVPD" e_lumo_ev=3.75 total_charge=-1 homo_ev=-2.43
C 1.03 -0.21 0.78
C -0.23 -0.36 -0.06
C -0.10 0.38 -1.38
C 0.75 -0.38 -2.47
O 1.69 -1.21 -1.96
N -1.41 0.15 0.75
H 1.84 -0.80 0.36
H 0.85 -0.50 1.82
H 1.35 0.84 0.79
H -0.39 -1.43 -0.23
H 0.30 1.39 -1.20
H -1.09 0.55 -1.84
H 1.22 0.41 -3.11
H 0.01 -0.93 -3.10
H -2.23 -0.33 0.40
H -1.53 1.08 0.35
H -0.97 2.04 3.34
H -1.38 0.80 2.61
O -1.16 1.11 3.52

Sorted by energy, starting with the most stable: entry x, entry w.

Entry w
20
Properties=species:S:1:pos:R:3 method="wB97M-V/def2-TZVPD" e_lumo_ev=-3.72 total_charge=+1 homo_ev=-13.05
C 2.36 0.68 1.70
C -1.76 -1.60 -0.55
C -1.96 -0.16 -1.17
C -0.59 0.47 -1.39
C 1.61 0.12 -0.25
N 1.25 0.59 2.54
N 0.35 0.21 -0.33
I 2.87 2.54 0.77
H 3.29 -0.04 1.58
H -1.20 -1.90 0.30
H -2.83 -1.72 -0.31
H -1.46 -2.41 -1.38
H -2.58 0.44 -0.56
H -2.48 -0.33 -2.12
H -0.23 -0.02 -2.36
H -0.64 1.57 -1.61
H 2.43 0.15 -1.04
H 0.90 -0.22 3.04
H -0.13 0.19 0.55
H 0.80 1.44 2.60

Entry x
20
Properties=species:S:1:pos:R:3 method="wB97M-V/def2-TZVPD" e_lumo_ev=-4.96 total_charge=+1 homo_ev=-13.76 smiles="CC(C)(C)/C(N)=[NH+]/I"
C -0.31 0.43 0.96
C 1.41 -1.03 -0.46
C -0.95 -1.28 -0.75
C 0.10 0.91 -1.40
C 0.11 -0.23 -0.42
N -1.46 0.99 1.17
N 0.72 0.46 1.96
I 0.92 1.87 3.50
H 1.49 -1.45 -1.36
H 1.44 -1.83 0.22
H 2.27 -0.31 -0.29
H -0.64 -1.90 -1.56
H -1.70 -0.56 -1.22
H -1.24 -1.82 0.21
H 0.54 0.57 -2.40
H -0.97 1.16 -1.59
H 0.59 1.85 -0.98
H -2.17 0.98 0.46
H -1.56 1.46 2.12
H 1.41 -0.27 1.82

Sorted by energy, starting with the most stable: entry x, entry w.

Entry w
76
Properties=species:S:1:pos:R:3 method="wB97M-V/def2-TZVPD" e_lumo_ev="-0.68 / -2.87" homo_ev="-8.54 / -8.60" spin_multiplicity=2
Tl -0.17 -0.13 0.16
Cl 3.28 6.10 -0.44
C 2.76 4.45 -0.62
C 3.42 3.64 -1.49
C 3.02 2.30 -1.65
I 4.06 1.10 -3.00
C 1.94 1.76 -0.97
O 1.51 0.52 -1.15
C 1.26 2.64 -0.06
N 0.22 2.11 0.63
C -0.39 2.82 1.54
C -0.04 4.16 1.81
C 0.97 4.73 1.11
C 1.67 3.97 0.14
H 4.25 4.02 -2.06
H -1.19 2.34 2.09
H -0.57 4.70 2.59
H 1.27 5.75 1.29
O -4.82 1.21 -4.10
C -3.81 1.18 -3.21
C -2.47 1.23 -3.57
C -1.53 1.12 -2.58
N -1.83 1.01 -1.28
C -3.13 1.02 -0.96
Br -3.58 0.92 0.88
C -4.15 1.10 -1.87
H -4.47 1.14 -5.00
H -2.17 1.28 -4.61
H -0.47 1.08 -2.83
H -5.19 1.08 -1.56
Cl 1.09 1.28 5.66
C 1.01 0.14 4.33
Cl 2.00 -1.30 4.72
Cl -0.68 -0.36 4.07
C 1.56 0.75 2.98
O 2.02 1.88 3.02
O 1.44 -0.03 1.97
C -8.07 -8.03 1.61
C -7.05 -6.91 1.53
O -7.29 -5.82 1.10
S -5.44 -7.43 2.15
C -4.44 -6.01 1.78
C -3.34 -6.17 0.95
C -2.51 -5.09 0.68
C -2.80 -3.84 1.23
C -3.92 -3.69 2.05
C -4.73 -4.77 2.33
C -1.95 -2.71 0.95
C -1.23 -1.77 0.74
H -9.04 -7.61 1.84
H -7.79 -8.78 2.35
H -8.12 -8.51 0.63
H -3.13 -7.14 0.52
H -1.66 -5.20 0.02
H -4.13 -2.71 2.47
H -5.59 -4.65 2.98
F -0.10 -1.34 -2.15
Sb -1.14 -2.59 -3.21
F -2.66 -1.92 -2.34
F -0.83 -3.85 -1.84
F -1.32 -1.25 -4.52
F 0.48 -3.12 -3.99
F -2.17 -3.79 -4.20
C 1.99 -3.00 1.00
P 2.43 -1.64 -0.11
C 2.70 -2.43 -1.70
C 4.01 -0.97 0.43
H 2.88 -3.64 1.08
H 1.16 -3.55 0.56
H 1.71 -2.62 1.98
H 3.55 -3.11 -1.58
H 2.92 -1.68 -2.47
H 1.82 -2.98 -2.00
H 4.72 -1.80 0.46
H 3.91 -0.52 1.41
H 4.35 -0.22 -0.29

Entry x
76
Properties=species:S:1:pos:R:3 method="wB97M-V/def2-TZVPD" e_lumo_ev="-0.85 / -2.12" homo_ev="-8.29 / -8.47" spin_multiplicity=2
Tl -0.85 -0.12 0.17
Cl -4.51 6.08 -0.28
C -3.72 4.64 0.27
C -3.95 4.17 1.53
C -3.33 3.00 2.01
I -3.76 2.42 3.96
C -2.45 2.27 1.23
O -1.81 1.20 1.64
C -2.24 2.77 -0.11
N -1.42 2.03 -0.88
C -1.14 2.39 -2.11
C -1.68 3.56 -2.67
C -2.53 4.32 -1.92
C -2.85 3.94 -0.60
H -4.63 4.71 2.18
H -0.48 1.74 -2.67
H -1.43 3.84 -3.69
H -2.98 5.22 -2.33
O -6.07 -2.58 -2.72
C -4.99 -1.99 -2.21
C -4.96 -0.65 -1.82
C -3.80 -0.15 -1.28
N -2.69 -0.88 -1.14
C -2.73 -2.16 -1.51
Br -1.19 -3.20 -1.22
C -3.84 -2.76 -2.07
H -6.83 -1.99 -2.68
H -5.84 -0.02 -1.89
H -3.75 0.87 -0.94
H -3.84 -3.80 -2.34
Cl 1.76 -2.52 4.57
C 0.99 -2.95 3.01
Cl -0.69 -3.37 3.27
Cl 1.85 -4.33 2.31
C 1.17 -1.68 2.11
O 2.21 -1.56 1.50
O 0.17 -0.87 2.14
C 9.20 -3.53 -4.04
C 7.88 -3.19 -3.40
O 7.29 -3.92 -2.66
S 7.32 -1.57 -3.89
C 5.73 -1.37 -3.14
C 4.76 -0.77 -3.94
C 3.52 -0.47 -3.42
C 3.23 -0.79 -2.09
C 4.20 -1.40 -1.30
C 5.45 -1.69 -1.82
C 1.96 -0.48 -1.51
C 0.88 -0.28 -1.00
H 9.66 -4.34 -3.49
H 9.87 -2.66 -4.06
H 9.03 -3.84 -5.07
H 4.98 -0.54 -4.98
H 2.76 0.00 -4.03
H 3.96 -1.65 -0.27
H 6.19 -2.16 -1.20
F -2.40 -1.64 1.42
Sb -4.03 -1.69 2.47
F -3.44 -3.30 3.24
F -3.12 -0.69 3.79
F -5.62 -1.68 3.47
F -4.55 -0.09 1.58
F -4.83 -2.67 1.06
C 2.22 1.47 2.95
P 0.42 1.58 2.96
C 0.06 3.36 3.00
C -0.27 0.82 4.44
H 2.59 1.80 3.93
H 2.61 2.14 2.18
H 2.56 0.46 2.74
H 0.69 3.81 3.77
H -0.99 3.53 3.25
H 0.29 3.82 2.04
H -0.48 1.60 5.18
H 0.45 0.10 4.83
H -1.19 0.30 4.18

Sorted by energy, starting with the most stable: entry w, entry x.

Entry w
12
Properties=species:S:1:pos:R:3 method="wB97M-V/def2-TZVPD" e_lumo_ev=0.96 homo_ev=-9.06 smiles="C=CC[PH2]=S"
C 0.48 -0.09 -1.00
C 0.08 1.20 -0.23
C -0.23 1.29 1.07
P -0.25 -1.59 -0.06
S 0.94 -2.56 1.06
H 1.62 -0.24 -0.90
H 0.28 0.04 -2.02
H 0.30 2.13 -0.69
H -0.28 0.48 1.78
H -0.43 2.29 1.35
H -1.28 -2.14 -0.86
H -1.24 -0.80 0.49

Entry x
12
Properties=species:S:1:pos:R:3 method="wB97M-V/def2-TZVPD" e_lumo_ev="-2.37 / -2.45" homo_ev="-6.26 / -6.18"
C -1.58 0.49 0.12
C -1.83 -0.94 0.29
C 1.77 0.02 0.23
P 1.57 1.54 -0.84
S -2.42 1.53 -0.69
H -1.65 -1.20 -0.75
H -1.07 -1.32 0.91
H -2.80 -1.23 0.55
H 0.83 0.15 0.83
H 2.56 -0.06 0.93
H 1.70 -0.85 -0.49
H 2.91 1.86 -1.10

Sorted by energy, starting with the most stable: entry w, entry x.

Entry w
96
Properties=species:S:1:pos:R:3 method="wB97M-V/def2-TZVPD" e_lumo_ev=-1.10 homo_ev=-8.89 smiles="C=CC(=O)OCCCCCC[C@](C#N)([PH2]=N)[C@](I)(C#N)c1cccnc1.O=C1c2ccccc2C(=O)c2ccccc21.O=C1c2ccccc2C(=O)c2ccccc21"
C 4.71 4.64 -1.29
C 3.99 3.59 -1.95
C 4.28 3.12 -3.47
O 4.59 4.02 -4.30
O 4.22 1.73 -3.76
C 4.04 1.47 -5.18
C 2.58 1.82 -5.76
C 1.41 0.80 -5.25
C 1.11 1.19 -3.72
C -0.41 0.95 -3.23
C -1.55 1.54 -4.22
C -2.63 2.51 -3.52
C -3.15 1.94 -2.08
N -3.34 1.18 -1.15
P -4.20 2.44 -4.64
N -5.56 2.74 -3.80
C -2.12 4.02 -3.24
I -1.45 4.10 -1.14
C -3.38 5.05 -3.31
N -4.25 5.90 -3.42
C -1.04 4.58 -4.28
C -1.56 4.96 -5.72
C -0.49 5.49 -6.76
C 0.97 5.63 -6.23
N 1.47 5.31 -4.92
C 0.48 4.79 -4.02
H 4.10 5.29 -0.55
H 5.84 4.79 -1.45
H 3.15 3.09 -1.35
H 4.20 0.33 -5.33
H 4.88 1.98 -5.80
H 2.29 2.86 -5.33
H 2.58 1.95 -6.91
H 0.50 0.77 -5.94
H 1.92 -0.25 -5.29
H 1.77 0.49 -3.06
H 1.42 2.26 -3.44
H -0.48 1.33 -2.15
H -0.56 -0.20 -3.16
H -1.09 2.00 -5.18
H -2.15 0.62 -4.60
H -4.34 1.07 -5.11
H -4.06 3.33 -5.75
H -5.98 3.56 -4.29
H -2.65 4.88 -6.07
H -0.86 5.75 -7.81
H 1.75 6.03 -6.99
H 0.86 4.49 -2.96
C -1.94 -1.53 2.09
C -1.40 -0.85 0.99
C -0.69 -1.55 0.03
C -0.50 -2.93 0.15
C -1.02 -3.60 1.26
C -1.75 -2.90 2.22
C -0.79 -5.05 1.43
O -1.25 -5.64 2.40
C 0.01 -5.78 0.42
C 0.29 -7.13 0.60
C 1.03 -7.83 -0.35
C 1.49 -7.17 -1.49
C 1.22 -5.81 -1.67
C 0.49 -5.11 -0.71
C 0.24 -3.67 -0.89
O 0.65 -3.09 -1.88
H -2.51 -0.98 2.84
H -1.54 0.22 0.90
H -0.27 -1.02 -0.82
H -2.17 -3.42 3.08
H -0.07 -7.65 1.48
H 1.25 -8.88 -0.21
H 2.06 -7.71 -2.24
H 1.59 -5.31 -2.55
C -1.58 -4.67 6.34
C -0.51 -4.36 5.50
C 0.30 -3.26 5.78
C 0.03 -2.46 6.89
C -1.05 -2.75 7.71
C -1.85 -3.86 7.44
C -1.38 -1.88 8.86
O -2.32 -2.14 9.58
C -0.54 -0.69 9.12
C -0.86 0.18 10.16
C -0.07 1.29 10.42
C 1.05 1.55 9.63
C 1.38 0.69 8.59
C 0.58 -0.42 8.32
C 0.91 -1.31 7.18
O 1.89 -1.08 6.49
H -2.20 -5.53 6.13
H -0.30 -4.98 4.63
H 1.14 -3.04 5.12
H -2.69 -4.10 8.09
H -1.74 -0.01 10.78
H -0.33 1.97 11.23
H 1.67 2.41 9.84
H 2.25 0.90 7.98

Entry x
96
Properties=species:S:1:pos:R:3 method="wB97M-V/def2-TZVPD" e_lumo_ev=-1.07 homo_ev=-8.99 smiles="C=CC(=O)OCCCCCC[C@](C#N)([PH2]=N)[C@](I)(C#N)c1cccnc1.O=C1c2ccccc2C(=O)c2ccccc21.O=C1c2ccccc2C(=O)c2ccccc21"
C 2.72 0.61 -5.98
C 1.97 1.33 -5.10
C 1.37 2.75 -5.41
O 2.05 3.49 -6.08
O 0.11 3.03 -4.94
C -0.16 4.45 -4.89
C 0.61 5.22 -3.75
C 0.07 4.88 -2.28
C 0.61 3.44 -1.91
C 0.90 3.20 -0.37
C 1.76 4.33 0.34
C 3.04 3.81 1.12
C 2.74 2.53 1.97
N 2.17 1.69 2.51
P 3.43 5.15 2.44
N 4.20 4.53 3.71
C 4.31 3.46 0.19
I 4.29 1.30 -0.19
C 5.64 3.71 0.98
N 6.66 3.95 1.47
C 4.42 4.31 -1.12
C 4.84 5.73 -0.98
C 4.93 6.54 -2.21
C 4.63 5.85 -3.47
N 4.26 4.55 -3.64
C 4.15 3.84 -2.48
H 3.53 -0.03 -5.54
H 2.49 0.60 -7.07
H 1.79 0.89 -4.08
H -1.26 4.56 -4.68
H 0.01 4.93 -5.90
H 1.69 4.85 -3.78
H 0.67 6.33 -3.94
H 0.31 5.68 -1.54
H -1.05 4.84 -2.40
H -0.21 2.71 -2.19
H 1.51 3.13 -2.50
H 1.33 2.16 -0.27
H -0.11 3.16 0.14
H 2.00 5.18 -0.36
H 1.09 4.78 1.13
H 2.17 5.63 2.94
H 4.17 6.21 1.85
H 5.08 5.06 3.77
H 5.10 6.22 -0.01
H 5.22 7.61 -2.11
H 4.71 6.48 -4.41
H 3.81 2.78 -2.58
C -0.69 -1.71 2.56
C -0.28 -0.71 1.67
C -1.21 0.13 1.09
C -2.56 -0.01 1.39
C -2.98 -1.02 2.26
C -2.04 -1.86 2.85
C -4.42 -1.22 2.54
O -4.79 -2.10 3.30
C -5.41 -0.34 1.87
C -6.77 -0.55 2.09
C -7.71 0.28 1.48
C -7.28 1.33 0.66
C -5.93 1.54 0.45
C -4.99 0.70 1.04
C -3.55 0.91 0.77
O -3.18 1.83 0.06
H 0.04 -2.36 3.02
H 0.77 -0.60 1.44
H -0.88 0.91 0.41
H -2.36 -2.64 3.54
H -7.11 -1.36 2.72
H -8.76 0.11 1.64
H -8.01 1.98 0.20
H -5.61 2.35 -0.19
C -3.58 -5.94 3.87
C -3.67 -5.28 2.64
C -2.89 -5.68 1.57
C -1.99 -6.74 1.72
C -1.88 -7.39 2.96
C -2.68 -6.99 4.02
C -0.90 -8.48 3.15
O -0.80 -9.05 4.22
C -0.02 -8.86 2.01
C 0.94 -9.85 2.18
C 1.75 -10.23 1.12
C 1.60 -9.63 -0.12
C 0.64 -8.64 -0.30
C -0.17 -8.25 0.76
C -1.17 -7.17 0.57
O -1.30 -6.64 -0.52
H -4.20 -5.64 4.70
H -4.37 -4.45 2.53
H -2.97 -5.17 0.62
H -2.61 -7.50 4.98
H 1.07 -10.32 3.15
H 2.51 -10.99 1.26
H 2.22 -9.93 -0.95
H 0.52 -8.17 -1.27

Sorted by energy, starting with the most stable: entry x, entry w.

Entry w
10
Properties=species:S:1:pos:R:3 method="wB97M-V/def2-TZVPD" e_lumo_ev=0.11 homo_ev=-11.69 smiles="O=[PH](O)O.C#N"
C 0.63 -2.88 -0.50
N 0.74 -3.96 -0.95
O -0.27 2.83 -0.17
O -1.39 0.61 0.06
O 0.83 0.72 1.08
P 0.04 1.36 -0.20
H 0.71 -1.93 0.02
H 0.61 0.56 -1.18
H -2.14 1.19 0.10
H 0.23 1.52 1.74

Entry x
10
Properties=species:S:1:pos:R:3 method="wB97M-V/def2-TZVPD" e_lumo_ev=0.36 homo_ev=-10.00 smiles="NC=O.O=PO"
C -0.12 0.74 1.33
N 1.00 0.85 0.60
O -1.08 0.12 0.94
O -0.50 -2.06 -1.27
O 0.03 0.34 -1.95
P -1.06 -0.58 -1.76
H -0.18 1.20 2.28
H 1.81 1.42 0.60
H -0.98 -2.39 -0.51
H 1.08 0.35 -0.26

Sorted by energy, starting with the most stable: entry x, entry w.